Entry 1:
Molecular formula: C30H50ClF5P2RuSSi2
Method: DFT, ωB97M-V/def2-TZVPD

Positions of all 92 atoms, in Å:
Ru (-0.05935, -0.09428, -0.24064)
C (-1.37981, 0.19731, 1.62243)
C (-2.01491, 1.34325, 1.03241)
C (-2.82357, 0.85427, -0.03301)
Si (-1.64038, 3.11049, 1.54872)
C (-2.63605, -0.53588, -0.16908)
C (-1.75782, -0.99779, 0.89664)
Si (-1.44424, -2.72480, 1.53404)
H (-0.84312, 0.19297, 2.56706)
H (-3.53009, 1.45533, -0.59491)
H (-3.16098, -1.20311, -0.84922)
Cl (2.88682, 0.35693, -4.27049)
C (-1.19395, -2.70256, 3.38243)
C (-2.88153, -3.84523, 1.11418)
C (-1.48699, 3.26604, 3.39741)
C (-2.97125, 4.27131, 0.93958)
H (-3.82503, -3.28795, 1.18284)
H (-2.89026, -4.63922, 1.87468)
H (-2.81464, -4.31223, 0.12467)
H (-0.15003, -2.90049, 3.65611)
H (-1.82458, -3.48770, 3.82217)
H (-1.48888, -1.73292, 3.80358)
H (-3.95662, 3.80981, 1.09409)
H (-2.88151, 4.56819, -0.11256)
H (-2.91639, 5.17827, 1.55989)
H (-2.36736, 2.82094, 3.88079)
H (-1.43888, 4.32867, 3.67127)
H (-0.58785, 2.76793, 3.78200)
C (0.12422, -3.33424, 0.68223)
C (0.01285, 3.46596, 0.68184)
P (0.32119, -2.42573, -0.86566)
H (0.07929, -4.42065, 0.50977)
H (1.00453, -3.11492, 1.30632)
P (0.24616, 2.45748, -0.81781)
H (0.83397, 3.20037, 1.36619)
H (0.08915, 4.54138, 0.45359)
C (1.80169, 3.09306, -1.63810)
C (-1.18896, 3.04667, -1.92498)
C (-1.12268, -3.02865, -1.93917)
C (1.84825, -3.08391, -1.70973)
C (3.10355, -2.23349, -1.48009)
H (1.59246, -3.02030, -2.78157)
C (2.13962, -4.53915, -1.32843)
H (2.34939, -4.62497, -0.25495)
H (3.03593, -4.86050, -1.87427)
H (1.33064, -5.22905, -1.58678)
H (3.13876, -1.38416, -2.17710)
H (3.99097, -2.85284, -1.67147)
H (3.16157, -1.86306, -0.44539)
H (-1.98294, -2.95237, -1.25714)
C (-0.97476, -4.48553, -2.37612)
C (-1.40679, -2.15769, -3.16344)
H (-0.86250, -5.18575, -1.54038)
H (-0.13311, -4.60745, -3.06935)
H (-1.88607, -4.76798, -2.92072)
H (-1.66072, -1.12618, -2.89353)
H (-2.27164, -2.58197, -3.69216)
H (-0.56023, -2.15571, -3.86340)
H (-2.03997, 3.02031, -1.22991)
C (-1.51989, 2.12875, -3.10239)
C (-1.02952, 4.47427, -2.44417)
H (-0.89877, 5.22153, -1.65254)
H (-1.94403, 4.74022, -2.99352)
H (-0.19658, 4.53966, -3.15565)
H (-1.81618, 1.12509, -2.77537)
H (-0.68071, 2.06449, -3.80904)
H (-2.37513, 2.55521, -3.64516)
C (3.07353, 2.32699, -1.23942)
C (2.04097, 4.58807, -1.40911)
H (1.61397, 2.88057, -2.70571)
H (2.18928, 4.79379, -0.34257)
H (1.24051, 5.22973, -1.78416)
H (2.96108, 4.86952, -1.93655)
H (3.05008, 1.98995, -0.19383)
H (3.94174, 2.98740, -1.37317)
H (3.22648, 1.47320, -1.91277)
C (0.64580, -0.05132, -1.99619)
H (1.71361, 0.15189, -2.06175)
H (0.21914, 0.74917, -2.61309)
H (0.55321, -0.91160, -2.67552)
F (1.94647, -1.01193, 6.82833)
C (1.98286, -0.78769, 5.50194)
C (1.61002, 0.45903, 4.99310)
F (1.20435, 1.44380, 5.82686)
C (1.63404, 0.66912, 3.62747)
F (1.42691, 1.93296, 3.14851)
C (1.93405, -0.36622, 2.72170)
S (1.90538, -0.11464, 1.00174)
C (2.37399, -1.59016, 3.26705)
F (2.81155, -2.57777, 2.42799)
C (2.38308, -1.81061, 4.63501)
F (2.74410, -3.01899, 5.12660)

Cartesian forces, eV/Å:
Ru -0.1 0.7 2.0
C -1.0 -0.1 -0.1
C 0.1 -0.4 0.7
C 0.1 -0.7 -0.1
Si 0.2 -0.3 -0.5
C -0.3 0.3 0.6
C -0.4 0.8 0.5
Si 0.1 -0.1 -0.2
H 0.0 0.1 -0.2
H 0.2 -0.1 -0.2
H 0.2 0.3 0.0
Cl -0.2 0.0 0.2
C 0.0 0.1 0.2
C -0.1 -0.1 0.1
C 0.0 -0.1 0.2
C -0.1 0.2 0.1
H 0.1 -0.2 0.0
H -0.1 0.1 -0.3
H -0.1 0.1 0.2
H -0.2 0.0 0.0
H 0.2 0.2 0.1
H 0.0 -0.3 0.0
H 0.1 0.2 0.0
H 0.0 -0.1 0.3
H -0.1 -0.1 -0.2
H 0.2 0.2 0.0
H 0.0 -0.2 0.0
H -0.3 0.2 -0.1
C 0.0 -0.5 0.1
C 0.0 0.3 0.2
P -0.8 -0.6 -0.4
H 0.1 0.2 0.1
H -0.3 -0.1 -0.2
P -0.8 0.4 0.0
H -0.2 0.1 -0.2
H 0.1 -0.3 0.1
C 0.0 -0.4 -0.3
C 0.3 -0.2 0.4
C 0.4 0.2 0.5
C 0.0 0.3 -0.3
C 0.1 0.3 0.1
H 0.1 -0.1 0.2
C -0.1 -0.2 0.0
H 0.0 0.0 -0.2
H -0.2 0.1 0.1
H 0.2 0.1 0.2
H 0.0 -0.1 0.2
H -0.2 0.2 0.0
H 0.1 -0.2 -0.4
H 0.2 0.0 -0.2
C -0.2 -0.1 -0.1
C -0.2 0.0 -0.1
H 0.0 0.2 -0.1
H -0.2 0.0 0.2
H 0.2 0.0 0.1
H 0.2 -0.2 -0.1
H 0.2 0.1 0.1
H -0.2 0.1 0.1
H 0.2 0.0 -0.2
C -0.2 0.0 -0.1
C -0.2 0.1 -0.1
H 0.0 -0.2 -0.1
H 0.2 0.0 0.1
H -0.2 0.0 0.2
H 0.2 0.2 -0.1
H -0.2 -0.1 0.1
H 0.2 -0.1 0.1
C 0.1 -0.2 0.0
C -0.1 0.2 -0.1
H 0.2 0.2 0.2
H 0.0 0.0 -0.2
H 0.2 -0.1 0.2
H -0.2 -0.1 0.1
H 0.1 0.2 -0.3
H -0.2 -0.2 0.1
H 0.0 0.1 0.2
C 0.9 0.0 -4.9
H 0.4 0.1 0.2
H 0.3 -0.3 0.1
H 0.1 0.3 0.2
F 0.0 0.1 -0.7
C -0.1 -0.2 0.2
C -0.2 0.1 0.5
F 0.4 -0.7 -0.5
C 0.2 0.1 -0.7
F 0.0 -1.2 0.5
C 0.3 0.0 0.7
S 0.9 0.1 0.4
C -0.1 0.1 -0.6
F -0.5 0.8 0.9
C 0.1 -0.3 0.3
F -0.2 0.9 -0.3

Computed properties:
HOMO level (spin up / spin down) in eV: -7.15 / -7.12
Energy relative to the best compared isomer or geometry (same formula, charge and spin) in eV: 1.518
LUMO (spin up / spin down) in eV: 0.07 / -1.98
Orbital gap (spin up / spin down) in eV: 7.22 / 5.14
Multiplicity: 5
⟨S²⟩: 6.037
Charge: 0


Entry 2:
Molecular formula: C30H50GaINO12S6
Method: DFT, ωB97M-V/def2-TZVPD

Positions of all 101 atoms, in Å:
O (3.73936, 3.66560, -1.75767)
C (3.00277, 4.57544, -1.96747)
I (3.37661, 5.83229, -3.72172)
C (1.83515, 4.91161, -1.15311)
Ga (0.15096, 4.03353, -1.98775)
C (-0.60437, 2.48085, -0.90143)
O (-0.52770, 1.17909, -1.51613)
C (0.69370, 0.58722, -1.54944)
C (0.82985, -0.45453, -2.46624)
C (2.02177, -1.13694, -2.61066)
C (3.10945, -0.80494, -1.80887)
C (2.97471, 0.21491, -0.88446)
C (1.77992, 0.91096, -0.74948)
N (0.52494, 3.53526, -3.87054)
C (-0.40185, 3.63886, -4.58466)
S (-1.61970, 3.82388, -5.62555)
H (1.97306, 4.55033, -0.13632)
H (1.71276, 5.99047, -1.10889)
H (-0.96979, 5.18247, -2.02911)
H (-0.23032, 2.47662, 0.12625)
H (-1.66900, 2.67939, -0.80832)
H (-0.01761, -0.72990, -3.07880)
H (2.11622, -1.92335, -3.34644)
H (4.05473, -1.32799, -1.89421)
H (3.82259, 0.45356, -0.26022)
H (1.71594, 1.70969, -0.02905)
C (-5.40188, 1.52792, -3.85079)
C (-4.26566, 0.79110, -4.57135)
C (-3.17187, 0.50963, -3.53449)
S (-4.00563, 0.38447, -1.95135)
O (-3.59104, 1.47129, -1.10562)
O (-3.96047, -0.98473, -1.48529)
C (-5.64814, 0.75091, -2.56152)
H (-6.30278, 1.58028, -4.46123)
H (-5.09181, 2.54880, -3.61828)
H (-4.64330, -0.15156, -4.97706)
H (-3.87020, 1.37275, -5.40277)
H (-2.64915, -0.42222, -3.73300)
H (-2.45534, 1.32863, -3.47326)
H (-6.19682, 1.31519, -1.80944)
H (-6.14730, -0.19819, -2.75992)
C (7.99257, -4.38467, -2.86120)
C (8.77898, -3.42788, -1.95299)
C (7.75754, -2.59766, -1.16401)
S (6.29112, -3.62176, -1.02004)
O (5.22156, -3.00258, -1.75945)
O (6.13233, -4.03741, 0.35065)
C (6.91089, -5.00096, -1.97897)
H (8.63420, -5.14955, -3.29741)
H (7.53256, -3.82420, -3.67777)
H (9.39566, -4.00757, -1.26251)
H (9.44565, -2.78454, -2.52555)
H (8.10823, -2.34637, -0.16598)
H (7.47610, -1.69113, -1.69617)
H (6.09395, -5.45035, -2.53847)
H (7.33285, -5.72494, -1.28220)
C (5.66678, -2.74643, 5.08063)
C (5.33584, -1.32645, 5.56361)
C (5.68269, -0.36125, 4.42203)
S (5.49433, -1.30334, 2.90103)
O (6.79107, -1.43152, 2.28194)
O (4.35517, -0.81494, 2.17633)
C (5.07889, -2.85836, 3.67690)
H (5.25729, -3.50617, 5.74544)
H (6.75038, -2.87992, 5.04232)
H (4.27021, -1.25974, 5.79177)
H (5.88112, -1.07055, 6.47156)
H (5.01468, 0.49536, 4.39002)
H (6.71601, -0.02455, 4.47863)
H (5.49378, -3.67532, 3.09065)
H (3.99224, -2.93021, 3.70690)
C (-4.22186, -3.96138, 2.01917)
C (-4.25250, -2.51796, 1.50059)
C (-5.67547, -2.24120, 1.00733)
S (-6.75974, -3.30130, 1.96863)
O (-7.37068, -4.26884, 1.09016)
O (-7.55617, -2.50125, 2.86789)
C (-5.46198, -4.11715, 2.89519)
H (-3.31045, -4.17157, 2.57739)
H (-4.27069, -4.65704, 1.17859)
H (-4.00383, -1.83369, 2.31487)
H (-3.52986, -2.35395, 0.70418)
H (-5.96704, -1.20586, 1.16199)
H (-5.79179, -2.50486, -0.04155)
H (-5.74239, -5.15224, 3.07738)
H (-5.34872, -3.58682, 3.84036)
C (-4.62036, 3.78278, 3.07175)
C (-6.14175, 3.86836, 3.25633)
C (-6.67246, 4.87859, 2.23177)
S (-5.52161, 4.83777, 0.84751)
O (-4.87021, 6.11841, 0.76065)
O (-6.17387, 4.24280, -0.29140)
C (-4.38741, 3.65751, 1.56935)
H (-4.19528, 2.93755, 3.61129)
H (-4.14997, 4.69455, 3.44728)
H (-6.58500, 2.88789, 3.07004)
H (-6.41095, 4.16122, 4.27087)
H (-7.66485, 4.61703, 1.87359)
H (-6.67630, 5.89211, 2.62823)
H (-3.37045, 3.89404, 1.26564)
H (-4.66441, 2.66888, 1.20447)

Cartesian forces, eV/Å:
O 0.3 0.1 -0.5
C 0.0 -0.9 1.3
I 0.0 0.2 -0.2
C 0.2 0.6 -0.6
Ga -0.4 0.5 0.8
C 0.1 0.3 -0.3
O 0.2 0.1 0.3
C -0.1 -0.3 -0.3
C -0.1 -0.3 -0.3
C 0.1 0.2 0.3
C 0.2 0.1 0.0
C 0.0 -0.2 -0.2
C 0.0 0.3 0.1
N 0.2 -0.2 0.7
C -0.3 0.1 -0.9
S -0.1 -0.1 0.0
H 0.1 -0.3 0.0
H -0.3 0.0 -0.3
H 0.1 -0.1 -0.1
H 0.2 -0.2 0.1
H 0.0 -0.1 -0.1
H -0.1 0.1 0.0
H -0.1 -0.1 -0.1
H -0.4 0.2 0.0
H 0.0 0.2 0.1
H 0.0 0.1 0.0
C 0.1 0.0 0.0
C -0.1 0.0 0.0
C 0.1 0.1 -0.4
S 0.0 0.0 -0.5
O -0.2 -0.1 0.4
O 0.0 0.0 0.3
C -0.3 0.1 -0.2
H 0.0 0.0 0.0
H 0.0 0.0 0.0
H 0.0 0.0 0.0
H 0.1 0.0 0.1
H 0.1 0.0 0.2
H 0.0 0.0 0.1
H 0.1 0.0 0.1
H 0.0 0.0 0.0
C 0.0 0.1 0.0
C -0.1 -0.1 0.0
C 0.4 0.1 -0.1
S 0.2 0.0 0.0
O 0.2 -0.4 0.2
O -0.3 0.0 0.0
C 0.2 -0.1 -0.3
H 0.0 0.0 0.0
H 0.0 0.0 0.0
H 0.0 0.0 0.0
H 0.0 0.0 0.0
H -0.2 0.0 0.1
H -0.1 0.0 0.0
H -0.1 0.1 0.1
H 0.0 0.0 0.0
C 0.0 0.1 0.0
C 0.0 -0.1 0.0
C 0.0 0.0 0.4
S -0.1 -0.1 0.0
O 0.0 0.1 -0.1
O 0.1 0.1 -0.2
C 0.1 -0.3 0.3
H 0.0 0.0 0.0
H 0.0 0.0 0.0
H 0.0 0.0 0.0
H 0.0 0.0 0.0
H 0.0 0.0 -0.2
H 0.0 0.0 -0.1
H 0.0 0.1 -0.2
H 0.0 0.0 -0.1
C -0.1 0.1 -0.1
C 0.1 -0.1 0.1
C 0.3 0.1 -0.1
S 0.3 0.2 0.1
O -0.2 0.0 0.1
O -0.2 -0.1 -0.1
C 0.3 -0.2 0.0
H 0.0 0.0 0.0
H 0.0 0.0 0.0
H 0.0 0.0 0.0
H -0.1 0.1 0.0
H -0.1 0.0 0.0
H -0.1 0.0 0.0
H -0.2 0.0 0.0
H -0.1 0.0 0.0
C -0.1 0.1 0.0
C 0.0 0.0 0.0
C -0.1 -0.1 0.3
S 0.1 -0.3 0.0
O -0.1 0.1 -0.1
O 0.0 0.2 -0.1
C 0.1 -0.1 0.3
H 0.0 0.0 0.0
H 0.0 0.0 0.0
H 0.0 0.0 0.0
H 0.0 0.0 0.0
H 0.0 0.1 -0.1
H 0.1 0.0 -0.1
H -0.1 0.0 -0.2
H 0.0 0.0 -0.1

Computed properties:
HOMO level in eV: -4.95
LUMO in eV: 1.82
Orbital gap in eV: 6.77
Charge: -1


Total energy (a.u.)
-3887.3392, -6742.3970
M (u)
792.430, 1005.754